1.
Entry from the OMol25 dataset: the molecule C21H24ClFN4O2 at a distorted geometry (ωB97M-V with the def2-TZVPD basis set).

```
53
C21H24ClFN4O2 (ωB97M-V with the def2-TZVPD basis set)
C -0.903 -1.190 10.617
C -0.715 -1.227 9.240
C -0.706 -2.509 8.505
C -0.488 -2.376 7.054
C -0.391 -1.081 6.365
N 0.031 -1.217 4.999
C 0.466 -0.410 4.037
O 0.421 0.831 4.271
N 0.526 -0.553 2.868
N 0.706 0.281 1.836
C 0.412 0.162 0.570
O -0.176 -0.841 0.410
C 0.498 1.342 -0.344
C 1.285 0.773 -1.435
C 0.734 -0.067 -2.489
N -0.727 0.504 -2.975
C -1.068 -0.294 -4.093
C -0.333 -0.293 -5.244
C 0.337 -1.330 -5.828
C 0.754 -1.531 -6.956
C 1.120 -0.102 -7.447
F 1.866 -0.119 -8.645
C 0.509 1.266 -6.996
C -0.181 0.846 -5.856
Cl -0.802 2.533 -5.320
C -1.441 0.536 -1.773
C -1.096 1.662 -0.814
C -0.163 0.097 7.014
C -0.320 0.153 8.350
H -0.213 -0.766 11.115
H -1.106 -2.284 10.960
H -1.992 -0.790 10.939
H -0.829 -3.369 8.721
H -0.523 -3.445 6.457
H 0.029 -2.048 4.713
H 0.311 -1.578 2.444
H 1.011 1.323 2.357
H 0.869 2.122 0.392
H 2.240 0.615 -1.223
H 1.489 1.756 -2.186
H 1.497 -0.227 -3.461
H 0.450 -0.960 -2.039
H -1.452 -1.205 -3.692
H -2.254 0.230 -4.212
H 0.024 -2.329 -5.257
H 1.247 -2.195 -7.377
H 0.792 2.092 -7.474
H -2.350 1.038 -2.297
H -1.621 -0.114 -1.177
H -1.358 1.948 0.028
H -0.769 2.640 -1.369
H -0.063 0.874 6.491
H -0.543 0.844 8.933
```

HOMO energy   -7.7 eV
Total charge   0
Relative energy (zero: lowest compared OMol25 entry of this formula, charge and spin)   2140.19 kJ/mol
Calculated total energy   -47440.7067 eV
SMILES string   Cc1ccc(NC(=O)NNC(=O)C2CCN(Cc3ccc(F)cc3Cl)CC2)cc1
Frontier orbital gap   0.2988 hartree

2.
Entry from the OMol25 dataset: a structure of composition C21H24FORu at a distorted geometry (ωB97M-V with the def2-TZVPD basis set).

```
48
C21H24FORu (ωB97M-V with the def2-TZVPD basis set)
Ru 0.060 0.757 0.941
C 1.868 0.903 1.917
C 2.252 0.025 0.827
C 2.382 0.815 -0.350
H 2.501 -1.032 0.937
C 1.907 2.117 -0.072
C 1.624 2.207 1.335
H 1.370 3.097 1.905
H 1.888 0.682 2.977
H 2.846 0.487 -1.279
H 1.777 2.928 -0.791
C -2.117 0.728 1.442
C -1.359 1.899 1.861
C -1.096 2.670 0.659
H -1.150 2.198 2.882
C -1.707 2.002 -0.448
C -2.306 0.804 0.027
H -2.849 0.076 -0.567
H -2.542 -0.007 2.118
H -0.582 3.627 0.624
H -1.725 2.381 -1.464
O -0.047 -0.291 -1.554
C -0.155 0.076 -2.970
C 0.533 -1.225 -3.440
C 0.603 1.335 -3.288
C -1.601 0.141 -3.411
C 0.496 -1.586 -1.968
H 1.548 -1.083 -3.840
H -0.102 -1.856 -4.075
H -0.226 -2.382 -1.732
H 1.482 -1.757 -1.515
H 0.554 1.517 -4.369
H 1.652 1.245 -2.995
H 0.156 2.193 -2.777
H -1.652 -0.059 -4.491
H -2.011 1.137 -3.220
H -2.194 -0.609 -2.876
F -0.357 -4.423 4.409
C -0.267 -3.295 3.627
C -0.372 -2.053 4.258
C -0.266 -0.912 3.459
C -0.074 -1.056 2.097
C 0.022 -2.288 1.482
C -0.074 -3.452 2.258
H -0.534 -1.966 5.328
H -0.322 0.085 3.897
H 0.169 -2.357 0.406
H -0.003 -4.441 1.817
```

Spin multiplicity   6
HOMO energy (alpha / beta)   3.0 / -1.4 eV
Total charge   -2
Relative energy (zero: lowest compared OMol25 entry of this formula, charge and spin)   0.00 kJ/mol
Calculated total energy   -29504.1539 eV
Frontier orbital gap (alpha / beta)   0.0765 / 0.2352 hartree

3.
Entry from the OMol25 dataset: a structure of composition C21H24FeN4Se at a distorted geometry (ωB97M-V with the def2-TZVPD basis set).

```
51
C21H24FeN4Se (ωB97M-V with the def2-TZVPD basis set)
Fe -0.167 -0.316 -0.294
C 2.367 -0.535 1.357
N 2.084 0.087 -0.029
C 3.106 -0.497 -0.915
C 2.195 1.510 0.008
C 3.453 2.013 0.257
C 3.683 3.416 0.069
C 2.561 4.171 -0.240
C 1.286 3.640 -0.378
C 1.081 2.322 -0.001
N -0.155 1.646 0.109
C -1.380 2.285 0.227
C -1.626 3.696 0.462
C -2.869 4.212 0.221
C -3.918 3.411 -0.230
C -3.750 2.034 -0.393
C -2.527 1.466 -0.018
N -2.301 0.081 0.006
C -3.223 -0.679 -0.849
C -1.990 -0.464 1.262
H 3.476 -0.516 1.513
H 2.109 -1.583 1.214
H 1.794 0.000 2.049
H 4.075 -0.513 -0.474
H 3.072 0.037 -1.841
H 2.873 -1.539 -1.140
H 4.312 1.373 0.468
H 4.653 3.899 0.042
H 2.711 5.244 -0.283
H 0.520 4.267 -0.774
H -0.800 4.347 0.679
H -3.080 5.243 0.425
H -4.861 3.836 -0.462
H -4.561 1.319 -0.561
H -4.290 -0.757 -0.572
H -2.849 -1.773 -0.865
H -3.231 -0.285 -1.898
H -2.599 0.114 1.982
H -0.958 -0.254 1.588
H -2.141 -1.585 1.308
Se 0.129 -2.181 -1.508
C 0.216 -3.822 -0.541
C -1.017 -4.453 -0.238
C -1.036 -5.836 0.097
N 0.120 -6.526 0.075
C 1.269 -5.878 -0.012
C 1.402 -4.574 -0.432
H -1.932 -3.885 -0.289
H -1.872 -6.498 0.258
H 2.177 -6.561 0.083
H 2.406 -4.158 -0.524
```

Spin multiplicity   6
HOMO energy (alpha / beta)   -10.9 / -11.3 eV
Total charge   +1
Relative energy (zero: lowest compared OMol25 entry of this formula, charge and spin)   139.78 kJ/mol
Calculated total energy   -127851.5852 eV
Frontier orbital gap (alpha / beta)   0.3060 / 0.2097 hartree

4.
Entry from the OMol25 dataset: the molecule C21H24N2O2 at a distorted geometry (ωB97M-V with the def2-TZVPD basis set).

```
49
C21H24N2O2 (ωB97M-V with the def2-TZVPD basis set)
C -1.938 3.257 1.856
N -2.313 2.034 1.033
C -3.781 1.711 0.933
C -1.288 1.518 0.087
C -0.007 1.003 0.919
N 1.171 0.927 -0.008
C 1.096 -0.040 -1.048
C 1.361 -1.377 -1.137
C 1.616 -2.341 -0.078
C 0.731 -2.144 1.221
C 1.352 -1.672 2.499
C 0.620 -1.612 3.675
C -0.828 -1.911 3.655
C -1.386 -2.393 2.440
C -0.612 -2.513 1.254
C 1.335 -1.673 -2.577
O 1.634 -2.796 -3.026
O 1.172 -0.639 -3.273
C 1.079 0.516 -2.490
C 2.307 1.729 0.092
C 3.557 1.268 -0.448
C 4.666 2.062 -0.541
C 4.710 3.310 0.008
C 3.515 3.848 0.451
C 2.414 3.019 0.560
H -2.844 3.903 1.978
H -1.556 3.049 2.901
H -1.213 3.944 1.314
H -4.445 1.861 1.801
H -3.877 0.605 0.770
H -4.070 2.172 0.039
H -0.944 2.311 -0.450
H -1.719 0.838 -0.632
H -0.204 -0.022 1.375
H 0.267 1.624 1.815
H 2.736 -2.481 0.081
H 1.380 -3.369 -0.290
H 2.406 -1.580 2.307
H 1.092 -1.342 4.614
H -1.437 -1.750 4.615
H -2.473 -2.656 2.471
H -1.103 -2.740 0.308
H 1.875 1.155 -2.586
H 0.061 0.978 -2.648
H 3.671 0.221 -0.741
H 5.577 1.592 -0.927
H 5.520 3.978 0.033
H 3.476 4.963 0.806
H 1.573 3.589 0.915
```

HOMO energy   -7.8 eV
Total charge   0
Relative energy (zero: lowest compared OMol25 entry of this formula, charge and spin)   598.63 kJ/mol
Calculated total energy   -29237.6983 eV
SMILES string   CN(C)CCN(C1=C(Cc2ccccc2)C(=O)OC1)c1ccccc1
Frontier orbital gap   0.3089 hartree

5.
Entry from the OMol25 dataset: a structure of composition C21H24N2O4 at a distorted geometry (ωB97M-V with the def2-TZVPD basis set).

```
51
C21H24N2O4 (ωB97M-V with the def2-TZVPD basis set)
C 2.242 2.653 2.535
H 2.919 2.488 3.259
O 2.747 1.833 1.424
C 2.192 1.802 0.234
C 1.090 2.322 -0.116
C 0.370 2.285 -1.162
C 0.993 1.687 -2.159
C 2.224 0.799 -1.942
C 2.876 0.971 -0.694
O 4.009 0.436 -0.539
C 3.804 -0.986 0.132
C 3.045 -1.121 1.253
C 1.763 -1.114 0.837
C 0.599 -0.915 2.147
C 1.046 -1.183 3.396
C 0.056 -0.698 4.454
C -1.209 -0.308 3.923
C -1.539 -0.147 2.719
C -0.729 -0.618 1.748
H -0.911 -0.264 0.784
H -2.481 0.009 2.439
H -1.993 -0.103 5.001
H 0.211 -0.969 5.552
H 1.928 -1.265 3.834
H 1.230 -1.506 0.102
H 3.367 -0.854 2.060
H 4.963 -1.194 0.008
H 3.349 -1.625 -0.794
H 2.693 0.467 -2.670
H 0.407 1.436 -3.149
C -1.117 2.609 -1.219
N -2.016 1.937 -1.645
N -2.047 0.712 -1.847
C -2.969 -0.040 -2.261
O -4.138 0.332 -2.348
C -2.760 -1.604 -2.231
O -1.395 -1.980 -1.667
H -1.801 -1.913 -0.665
C -2.268 -1.709 -3.802
H -3.108 -1.369 -4.279
H -1.486 -0.920 -4.164
H -2.009 -2.537 -3.858
C -3.669 -2.416 -1.944
H -3.872 -2.293 -0.985
H -3.418 -3.581 -2.108
H -4.736 -2.212 -2.672
H -1.117 0.318 -1.887
H -1.307 3.811 -1.225
H 0.438 2.818 0.873
H 2.180 3.681 2.463
H 1.351 2.036 2.856
```

HOMO energy   -8.5 eV
Total charge   0
Relative energy (zero: lowest compared OMol25 entry of this formula, charge and spin)   2124.39 kJ/mol
Calculated total energy   -33317.3211 eV
Frontier orbital gap   0.3170 hartree

6.
Entry from the OMol25 dataset: the molecule C21H24N2O5 at a distorted geometry (ωB97M-V with the def2-TZVPD basis set).

```
52
C21H24N2O5 (ωB97M-V with the def2-TZVPD basis set)
C 3.482 1.000 1.876
C 4.184 0.553 0.746
O 3.730 -0.761 0.314
C 2.674 -0.836 -0.309
C 2.667 -0.414 -1.591
C 1.507 -0.825 -2.350
C 0.459 -1.377 -1.646
O -0.907 -1.773 -2.248
C -1.109 -1.467 -3.714
C -1.314 -0.141 -4.345
C 0.359 -1.368 -0.367
N -0.863 -1.972 0.135
C -1.033 -1.878 1.503
O -0.141 -1.586 2.657
C -2.547 -2.358 1.942
C -3.208 -1.022 2.389
O -3.286 -0.184 1.209
C -2.398 0.581 0.817
C -2.247 1.192 -0.686
C -0.977 1.623 -0.878
C -0.196 2.134 0.084
C 1.057 2.992 -0.128
C -0.320 1.658 1.351
C -1.440 1.113 1.756
N -1.745 0.542 3.068
C -2.597 -0.343 3.463
O -3.127 -0.510 4.552
C 1.590 -1.211 0.269
H 3.725 0.383 2.566
H 3.782 2.126 2.052
H 2.392 1.145 1.571
H 4.178 1.217 -0.019
H 5.264 0.561 0.823
H 3.481 -0.283 -2.125
H 1.283 -0.582 -3.301
H -0.107 -1.893 -4.093
H -1.948 -1.997 -3.997
H -2.215 0.248 -3.591
H -0.394 0.377 -4.072
H -1.378 -0.070 -5.289
H -1.615 -1.881 -0.329
H -2.960 -2.740 1.176
H -2.405 -2.996 2.909
H -4.470 -1.357 2.374
H -2.924 0.659 -1.389
H -0.759 2.017 -1.850
H 1.418 3.512 0.614
H 1.811 2.574 -0.716
H 0.712 3.829 -0.870
H 0.368 2.201 2.353
H -1.146 1.082 3.886
H 1.652 -1.491 1.447
```

HOMO energy   -7.7 eV
Total charge   0
Relative energy (zero: lowest compared OMol25 entry of this formula, charge and spin)   1631.94 kJ/mol
Calculated total energy   -35369.9298 eV
SMILES string   CCOc1ccc(OCC)c(NC(=O)C[C@@H]2Oc3ccc(C)cc3NC2=O)c1
Frontier orbital gap   0.2932 hartree

> The highest calculated total energy belongs to which entry?

C21H24N2O2

> Which formula does entry 3 have?

C21H24FeN4Se

> Which of these has the highest calculated total energy?

C21H24N2O2